Entry 1:
Entry from OMol25: a 11-piece molecular cluster, C39H94ClN10O11 overall in a non-equilibrium geometry (wB97M-V/def2-TZVPD).

The geometry in XYZ format:
```
155
Properties=species:S:1:pos:R:3
C 3.93573 -0.00078 -5.21212
C -1.23524 -4.03093 1.18722
H -1.63527 -8.34510 -0.55945
H -0.29512 3.13152 -6.08278
C -3.04547 2.98283 2.88696
C -1.52840 1.46572 5.93043
H -4.58364 3.80489 -2.41489
H -0.09180 -7.57680 -0.60940
O 4.59418 0.65931 -6.03019
Cl -0.43851 0.53135 0.04577
H 1.54950 -2.34680 1.04710
C 1.12173 5.69492 4.14465
H -2.31511 -3.99675 1.04300
H -3.85129 6.20668 0.17865
N 3.65512 -2.56087 1.14362
C -1.80735 -4.65064 -3.17666
H 0.92153 -5.73453 -1.53986
H -2.00642 -1.77020 -4.01268
H 0.66446 0.92680 -5.76538
C -1.16071 -7.36858 -0.65582
O 0.04900 1.73954 -0.67228
H 2.09661 -4.02297 -2.43001
H -0.00847 -0.12919 -8.03977
H 3.29935 3.10495 1.92206
H 2.78475 -1.45294 -3.33610
H -3.75433 -0.92085 3.60059
C 5.45072 2.34093 -0.43247
O 4.17118 0.39079 6.83709
H 1.51318 6.38546 3.39763
H 5.34116 -0.24938 4.80510
C -0.54813 0.81612 -8.09665
H 3.73489 4.01492 -1.68017
C -3.70234 2.50127 4.15029
O -1.86989 0.42565 0.03866
C -1.62894 -6.72063 -2.00818
C 1.01231 -3.96263 -2.52355
H -3.33167 -3.68226 -1.84377
C -0.23364 1.12959 -5.18195
H 2.13749 0.50690 3.22725
C 4.54360 -0.50942 4.10912
H 4.37635 1.69114 1.88267
H 5.91843 1.75088 0.37083
H -5.94534 -0.84882 3.25821
H 4.59380 0.13600 3.23220
H 2.91257 -0.80471 0.65303
C -3.24254 -4.18347 -2.80758
H 0.89835 -3.45115 -3.47932
H -0.82755 -3.23667 0.56188
O 4.99310 -0.81833 0.75497
C -0.32670 2.67174 -5.09500
C 3.88315 -1.30261 0.80227
H -2.71875 -6.70513 -1.99495
H 3.51797 2.57341 -4.71025
H -3.02927 3.33546 -2.63561
H -3.46399 3.18244 4.96716
H -3.50276 2.52156 2.01162
H 0.62483 -6.06798 -3.20394
H -1.48113 0.85981 3.84618
H 3.67920 -0.34100 -2.36304
H 2.38072 -1.23283 3.36375
H -5.94562 0.99424 3.29083
H 1.17630 -0.41988 4.43463
O -0.30116 -5.87710 3.17489
C 2.27108 -3.13968 1.24403
H -0.49836 1.16940 6.12867
N 0.78437 4.43460 3.58240
H -2.39895 0.08838 -7.47706
H -1.03782 0.80033 -9.07034
H -2.77590 1.26051 -4.74524
C 1.08385 3.27040 4.09008
H -3.90764 2.47178 -1.38398
N -1.34470 0.35975 -5.76238
H -1.31606 -3.73195 -3.49719
C -2.12853 0.70558 4.70942
C 2.13546 -0.33090 3.92453
C -4.19431 5.50787 -0.59993
C -1.40910 -2.45580 3.03717
H 0.22309 6.10115 4.60890
H -3.36596 -0.19317 -5.53370
C 3.61341 2.24292 1.33353
C 4.69989 -3.54955 1.50135
H 1.99519 -3.43753 2.25560
H 4.74032 -4.38608 0.80374
H -0.96221 -2.21779 4.00244
C 3.23348 1.98345 -3.83898
H 0.42711 3.10284 -4.43619
H 2.74897 1.58477 1.24594
H -1.44848 -7.34488 -2.88332
N -3.48578 1.05232 4.46710
H 4.40301 -3.78860 2.52254
H -1.99098 2.73335 2.76908
H -1.71783 4.95302 0.47003
H -1.38082 -6.75068 0.21473
H 3.81921 -1.09512 -5.24425
H -0.56534 5.29982 2.26439
H -1.54521 2.55549 5.91586
H -3.60226 -3.51218 -3.58737
H -0.82743 -4.98113 0.84237
H 0.52401 -3.25582 -1.85265
H -4.77799 2.67449 4.11727
C -2.33467 -0.76845 -3.73544
H 5.67498 -3.06244 1.49631
N -1.10634 -5.32117 -2.12401
C -0.67020 -4.75621 3.50087
N 3.26794 -0.15278 4.80588
H -3.24049 -0.87312 -3.13827
N -3.32380 4.54763 -0.96720
H 2.14357 0.62079 6.28581
H -1.79987 -5.25948 -4.08075
H -2.49175 -2.33359 3.06924
H -2.09557 -0.35119 4.97445
H -3.87644 0.33841 2.43765
C 0.36502 -5.37368 -2.40484
C -3.74015 3.45736 -1.81838
H -0.99313 -1.69266 2.37939
C -2.10707 4.28785 -0.30077
O 0.15312 -0.64200 -0.58086
H -2.30763 1.78343 -7.04360
H 2.13661 -4.00891 0.60024
H -1.52952 -0.50766 -3.04854
C -1.72788 0.86242 -7.10473
H -3.92855 -5.03041 -2.82199
H -1.29237 2.88193 -4.63523
C 3.18189 0.32188 6.07433
C -2.55223 0.20997 -4.93087
H -1.33313 4.25960 -1.06779
C -4.07076 0.11599 3.48688
H -5.71863 -0.00912 4.74699
H 0.74998 2.47392 3.40720
H 2.51279 3.01887 -0.96173
H 3.90894 2.18146 -3.00673
H -2.22441 3.33205 0.20990
N 3.30538 0.50079 -4.14232
C 0.20228 4.52596 2.26669
H 1.88084 5.74882 4.92500
O -5.32002 5.60469 -1.08816
N -1.04608 -3.80136 2.62554
H 3.12467 4.47064 -0.09459
H 0.10210 1.68369 -7.98430
H -2.00243 1.17703 6.86855
C -5.52518 0.06566 3.67691
H 0.05810 0.73910 -4.20701
H -0.63432 -4.39790 4.54131
C 3.38963 3.62123 -0.72418
H 2.04281 0.07553 -2.56069
O 0.11620 0.69282 1.39426
H -3.22824 4.03954 2.69195
H 2.21882 2.29831 -3.59523
C 2.87059 -0.39409 -3.09205
N 4.23584 2.69715 -0.00518
O 5.95499 2.72865 -1.53378
H 0.98276 4.86356 1.58479
H -0.26945 3.60772 1.91679
H 4.59636 -1.54891 3.78542
O 1.61855 3.11447 5.20180
```

charge = -1
spin multiplicity = 1
E_LUMO = 0.0754 Eh
energy relative to the best compared isomer or geometry (same formula, charge and spin) = 19.5 kcal per mole
frontier orbital gap = 0.314 hartree

Atomic partial charges in e from the Löwdin method, atoms 1 to 4: atom 1 (C): -0.350, atom 2 (C): -0.030, atom 3 (H): 0.064, atom 4 (H): 0.064


Entry 2:
Entry from OMol25: C39H94N3NbO3P as an isolated structure in a non-equilibrium geometry (wB97M-V/def2-TZVPD).

The geometry in XYZ format:
```
141
Properties=species:S:1:pos:R:3
H -11.21200 -1.96566 3.57023
H 10.80115 5.51100 -2.13989
C 2.81309 1.88150 2.44263
C -4.68062 -2.68545 3.91510
H -9.86407 -2.22203 0.75925
O 1.90401 0.75462 -3.45563
H -5.36137 -3.18053 3.20528
H -4.10763 -4.17406 1.62412
H -6.26432 -1.51771 4.78025
C 3.35291 1.21240 3.71375
H 7.80340 -1.79990 -4.91619
H -0.42468 1.11225 -1.60715
H 2.78619 -1.82812 -4.08106
P 1.07488 -0.66356 -3.47777
H 1.37558 -2.56716 -1.01639
H 7.17907 -0.49916 -2.30294
H 2.78719 1.13044 1.65136
C 4.92108 2.86590 1.62053
H 8.02723 1.78172 -2.62527
H 6.75869 0.96195 -4.17556
C -4.86546 -5.69109 4.54321
H -5.20569 -6.34479 5.34932
H 9.67165 3.26592 -3.98153
H -3.41226 -0.58160 -0.49995
H 1.44906 -2.66013 0.72904
H -1.72248 -4.19753 3.56257
H -8.93282 -0.23050 0.18492
H -2.39346 -1.62610 0.53414
H 6.11758 -1.35046 -4.69429
C -8.85752 0.49977 0.99217
C -7.97306 -2.91190 1.49767
H 3.36655 -1.32408 0.87410
H 3.74306 5.54798 4.32309
H 7.31217 0.47294 -5.76320
H -8.00574 1.14390 0.76847
C 9.88388 2.75380 -3.03628
C 7.47356 0.31236 -4.69396
C 5.00819 -1.60692 -1.70492
H -9.75346 1.11915 0.97087
H -2.90117 -5.18479 5.29357
H -4.90540 3.52178 -5.10364
H 11.72835 4.09769 -1.62602
H -1.05127 -2.49748 -2.07316
H -3.20999 1.87082 -2.18823
H 3.05180 -0.52132 -0.64847
H -3.71266 5.31233 -4.40411
C 5.15943 1.72576 0.64753
H 4.91540 0.75729 1.08372
H -7.60064 -0.49208 2.41596
H 4.45786 -1.08216 -2.49503
H 6.21248 1.69908 0.35771
H 3.09914 1.76349 4.61904
H 8.72819 4.30843 -2.10765
H 2.92216 0.21348 3.80572
N -3.54437 -3.51446 4.27856
C -4.38525 3.28614 -4.16936
H 2.16122 4.42298 2.67327
H -2.11784 -0.27039 -4.07956
H 5.43161 -0.83793 -1.05009
H -12.84651 -0.58966 2.51301
C 0.57321 -0.81942 0.06862
H 4.43861 1.09997 3.67974
C -11.84153 -0.54547 2.08812
C -2.43009 0.06380 -3.07856
N 3.51824 3.05342 1.94158
H -4.20821 -4.32770 6.06166
C 3.02829 -1.50047 -0.15539
C 8.90266 0.72935 -4.30629
C -3.84867 -4.67845 5.09076
C 9.60727 3.70186 -1.86951
H 3.47438 -3.12962 -1.50577
H 10.71291 4.95811 -0.47371
C -2.62550 -3.72205 3.16898
H -3.22260 1.82065 -5.23493
H -4.14984 4.59869 -1.84540
O 0.50495 -0.86114 -4.84431
H 3.31464 3.90403 4.78135
H -2.31891 -2.72957 2.82737
H -3.34897 -0.47463 -2.80341
C -2.41513 -0.71300 -0.07182
C -10.82331 -1.04618 3.12066
C 7.25286 -1.44433 -2.85142
H 5.26659 3.80035 1.16708
H -2.43450 -4.37419 1.12558
H -0.04785 -0.96709 0.95788
H -4.55638 1.14720 -4.27632
Nb -0.85962 -0.69477 -1.67347
H -7.48920 -3.14435 2.44726
C -9.39911 -2.44403 1.73379
C -8.64560 -0.18154 2.34966
H -2.44063 4.16062 -1.91470
H -11.65474 0.48694 1.79499
H -3.18254 -5.58592 2.15893
C 9.02572 1.49354 -2.97512
H -9.98073 -3.26225 2.16906
H 4.60349 -2.99630 -0.14878
C 3.24699 4.30102 2.62748
C -2.78243 1.54998 -3.14787
C -3.12682 -4.51594 1.95753
H 9.34026 1.33343 -5.10740
H -2.94429 5.81166 -2.26099
H 5.79027 -2.99666 -3.14534
C 1.57596 -1.97307 -0.11624
H 4.55629 1.85017 -0.25308
H -10.75150 -0.31804 3.93380
H -5.99588 -3.03726 5.62099
H 3.61576 5.10644 1.98387
H 9.50526 -0.18305 -4.23564
H -1.85914 2.11901 -3.27666
H -7.37204 -2.16255 0.98211
H 1.10224 0.12080 0.25500
H -4.44459 -6.32174 3.76182
C -3.21616 4.76164 -2.39110
C -3.38544 4.41367 -3.87323
H 10.94737 2.48728 -3.03522
H 6.58231 -3.07630 -1.57340
H -11.83742 -1.16073 1.18738
H 4.89375 4.23909 4.06495
H -4.85122 -1.70397 5.83349
H -2.19899 0.14856 0.57456
H 9.43122 0.83530 -2.20025
H 8.24632 -1.84500 -2.62841
H 9.32830 3.10846 -0.99255
H 5.55234 2.70689 2.51195
H -8.78530 0.54652 3.15317
C 7.13618 -1.13745 -4.35397
H -4.28154 -1.81211 3.39243
H 1.76950 2.16597 2.59747
C -5.49191 -2.21384 5.11210
C 3.83457 4.49931 4.03164
O 2.29130 -1.74097 -3.24697
H -2.41011 4.15252 -4.29840
C 4.02098 -2.41991 -0.87913
H -5.74482 -5.19111 4.13298
H -5.14744 3.26530 -3.38005
C -3.75586 1.89669 -4.27932
H 1.65330 1.23677 -2.65138
C 10.77430 4.61920 -1.50917
N -9.47524 -1.33406 2.67029
C 6.16728 -2.38574 -2.31558
H -7.97012 -3.81038 0.87931
```

charge = -1
spin multiplicity = 1
E_LUMO = 0.0832 Eh
frontier orbital gap = 0.271 hartree

Atomic partial charges in e from the Löwdin method, atoms 1 to 4: atom 1 (H): 0.107, atom 2 (H): 0.068, atom 3 (C): -0.235, atom 4 (C): -0.272


Number 1: HOMO -6.49 eV. Number 2: HOMO -5.10 eV.